Density functional theory data (wB97M-V/def2-TZVPD) for C38H40AgFN6O3 as an isolated structure.

Multiplicity = 1
Gap between HOMO and LUMO = 4.78 eV
Energy above the lowest of the compared OMol25 structures with the same formula, charge and spin = 0.0 kcal/mol
Energy = -2273.049556 a.u.

Each line ends with the Mulliken charge.
Atoms and positions in Å:
1 Ag -1.27357 1.78633 -0.10746  -0.21
2 C 5.93558 3.25773 -2.63345  -1.03
3 C 5.41887 3.04979 -1.21942  -1.00
4 N 4.18766 2.27156 -1.18293  0.21
5 C 2.98152 2.94259 -1.14838  -0.05
6 C 1.75387 2.39254 -1.17120  -0.09
7 C 0.57539 3.39633 -1.04537  0.39
8 O -0.39369 3.13617 -1.81189  -0.82
9 O 0.79019 4.34724 -0.29287  -0.75
10 C 1.63431 0.95158 -1.22573  1.16
11 O 0.61637 0.28602 -1.30199  -0.70
12 C 2.95176 0.22678 -1.14261  0.31
13 C 2.90068 -1.15881 -1.05677  -0.76
14 C 4.05764 -1.89448 -1.00778  0.34
15 F 4.00340 -3.23954 -0.87056  -0.33
16 C 5.28002 -1.23942 -1.07381  -0.85
17 C 5.36076 0.14034 -1.15431  -0.83
18 C 4.18339 0.90634 -1.15944  0.28
19 N 6.56710 -1.95298 -1.02862  0.46
20 C 6.66277 -3.30980 -1.67039  -0.71
21 C 8.15229 -3.72296 -1.65574  -0.64
22 N 8.93870 -2.59440 -1.18179  -0.46
23 C 8.66169 -2.30751 0.21955  -0.66
24 C 7.14761 -2.04435 0.35625  -0.56
25 H 6.86218 3.83191 -2.62524  0.39
26 H 5.20312 3.79915 -3.23127  0.34
27 H 6.12704 2.30471 -3.12954  0.28
28 H 5.20419 4.00209 -0.73620  0.46
29 H 6.16546 2.56133 -0.58890  0.41
30 H 3.06671 4.01758 -1.04980  0.47
31 H 1.92918 -1.63554 -1.02120  0.61
32 H 6.32977 0.61633 -1.22737  0.35
33 H 6.24860 -3.21422 -2.67214  0.46
34 H 6.04411 -3.98812 -1.09672  0.40
35 H 8.47061 -3.97882 -2.66427  0.37
36 H 8.27239 -4.61516 -1.02909  0.31
37 H 7.24668 -1.40308 -1.56703  0.52
38 H 9.92590 -2.72577 -1.34958  0.30
39 H 9.22311 -1.42052 0.50975  0.42
40 H 8.94360 -3.12462 0.89388  0.35
41 H 6.91961 -1.11588 0.87160  0.43
42 H 6.61433 -2.85675 0.84730  0.35
43 C -5.18744 -2.21391 1.55596  -0.97
44 C -6.34006 -1.34786 1.97253  1.22
45 C -7.23409 -1.78946 2.94498  -0.50
46 C -8.34201 -1.04621 3.31584  -0.69
47 C -8.57925 0.17807 2.70759  -0.57
48 C -7.68925 0.65233 1.76042  -0.80
49 C -6.57103 -0.09463 1.39107  -0.11
50 N -5.70528 0.41497 0.39962  0.28
51 C -4.35324 0.73729 0.57045  -0.14
52 N -3.94358 0.66514 1.86303  0.13
53 C -2.67629 0.68608 2.53591  1.22
54 C -1.46348 0.98749 1.90784  -1.46
55 C -0.34219 0.89905 2.74910  0.47
56 C -0.39652 0.56651 4.08980  -1.07
57 C -1.63006 0.31484 4.67181  -0.56
58 C -2.78619 0.37028 3.90959  0.73
59 C -4.10861 0.11015 4.58537  -1.27
60 N -3.63283 1.08385 -0.43656  -0.12
61 C -4.21739 1.10262 -1.71570  -0.82
62 C -4.89511 2.23812 -2.15600  0.11
63 C -5.44607 2.28880 -3.42759  -0.59
64 C -5.30942 1.20709 -4.28198  -0.58
65 C -4.60655 0.08798 -3.85576  -0.80
66 C -4.05214 0.01415 -2.58535  1.50
67 C -3.26302 -1.18491 -2.14710  -1.38
68 H -5.45004 -3.26595 1.66512  0.59
69 H -4.29241 -2.02052 2.15161  0.22
70 H -4.91723 -2.02422 0.51812  -0.10
71 H -7.05809 -2.75646 3.40249  0.41
72 H -9.02063 -1.42376 4.06924  0.40
73 H -9.44302 0.77052 2.97931  0.39
74 H -7.83769 1.61978 1.29675  0.47
75 H -6.12725 0.84227 -0.40993  0.26
76 H -4.71576 0.52232 2.49107  -0.24
77 H 0.63474 1.12834 2.33064  0.42
78 H 0.50759 0.52738 4.68676  0.35
79 H -1.70722 0.07747 5.72699  0.29
80 H -3.95833 -0.06815 5.64931  0.38
81 H -4.63097 -0.76291 4.18410  0.15
82 H -4.79652 0.95904 4.50096  0.35
83 H -4.96112 3.08803 -1.48709  0.50
84 H -5.96605 3.18154 -3.75150  0.39
85 H -5.72640 1.23956 -5.28021  0.39
86 H -4.47205 -0.75052 -4.53038  0.39
87 H -2.93241 -1.76478 -3.00915  0.48
88 H -3.85788 -1.84573 -1.51148  0.15
89 H -2.39105 -0.88281 -1.56507  0.18